Arrangement w

84
Properties=species:S:1:pos:R:3 method="wB97M-V/def2-TZVPD" e_homo_ha="-0.488 / -0.518" mol_weight_g_mol=994.405 spin_multiplicity=3 total_charge=+2 s2=2.03 gap_ha="0.240 / 0.217" lumo_energy_ev="-6.7 / -8.2"
Au 0.093 1.735 -0.038
C 4.981 4.164 -0.628
O 4.243 2.959 -0.359
C 2.940 2.897 -0.501
O 2.371 1.835 -0.242
N 2.292 4.007 -0.935
N 0.911 3.958 -1.132
H 6.008 3.931 -0.369
H 4.632 4.986 -0.003
H 4.930 4.424 -1.686
H 2.799 4.836 -1.199
H 0.685 3.905 -2.120
H 0.469 4.774 -0.726
O -4.061 1.340 0.592
C -2.885 1.587 0.677
O -2.006 1.207 -0.219
C -2.313 2.384 1.870
P -0.636 1.765 2.179
C -0.742 0.137 2.932
C 0.459 -0.564 3.100
C 0.472 -1.747 3.816
C -0.714 -2.246 4.348
C -1.909 -1.572 4.148
C -1.929 -0.375 3.445
C 0.298 2.765 3.348
C 1.221 3.697 2.878
C 1.971 4.438 3.777
C 1.804 4.246 5.141
C 0.886 3.316 5.610
C 0.135 2.567 4.720
H -2.974 2.356 2.733
H -2.218 3.426 1.552
H 1.380 -0.150 2.699
H 1.402 -2.278 3.973
H -0.701 -3.163 4.923
H -2.832 -1.972 4.546
H -2.866 0.145 3.295
H 1.351 3.826 1.809
H 2.691 5.161 3.416
H 2.392 4.822 5.843
H 0.755 3.167 6.674
H -0.572 1.833 5.086
C -4.569 -3.238 -1.083
O -3.803 -2.641 -0.018
C -2.589 -2.209 -0.108
O -1.994 -1.922 0.945
C -1.664 -2.160 -1.274
C -1.783 -2.278 -2.595
As -0.336 -2.772 -3.902
C -0.696 -4.684 -3.922
C 1.085 -2.554 -2.458
C 1.093 -1.342 -1.908
As -0.093 -1.737 -0.167
C 0.393 -3.490 0.550
C 0.835 -0.074 -2.626
O 0.205 0.912 -2.256
O 1.439 -0.106 -3.795
C 1.272 1.039 -4.657
C 1.856 -3.761 -1.968
O 1.372 -4.854 -1.978
O 3.107 -3.583 -1.549
C 3.800 -2.331 -1.519
C -3.043 -2.209 -3.423
O -3.255 -3.069 -4.237
O -3.848 -1.165 -3.311
C -3.647 -0.078 -2.389
H -5.061 -2.469 -1.672
H -5.320 -3.844 -0.589
H -3.944 -3.875 -1.706
H -1.519 -4.816 -4.621
H -0.951 -5.097 -2.953
H 0.190 -5.184 -4.309
H 0.057 -4.300 -0.091
H -0.118 -3.534 1.510
H 1.465 -3.567 0.719
H 1.701 0.757 -5.611
H 1.803 1.893 -4.237
H 0.216 1.276 -4.766
H 4.843 -2.587 -1.360
H 3.451 -1.712 -0.691
H 3.701 -1.788 -2.458
H -4.078 -0.311 -1.414
H -4.186 0.763 -2.814
H -2.597 0.175 -2.265


Arrangement x

84
Properties=species:S:1:pos:R:3 method="wB97M-V/def2-TZVPD" e_homo_ha="-0.484 / -0.516" mol_weight_g_mol=994.405 spin_multiplicity=3 total_charge=+2 s2=2.04 gap_ha="0.240 / 0.223" lumo_energy_ev="-6.6 / -8.0"
Au 0.220 0.217 0.516
C 4.976 2.839 -0.313
O 4.309 1.603 0.015
C 3.003 1.487 -0.078
O 2.484 0.413 0.230
N 2.306 2.561 -0.528
N 0.925 2.458 -0.683
H 6.023 2.668 -0.098
H 4.610 3.653 0.313
H 4.858 3.070 -1.372
H 2.777 3.395 -0.836
H 0.678 2.376 -1.663
H 0.468 3.270 -0.284
O -3.872 -0.402 1.274
C -2.715 -0.070 1.314
O -1.840 -0.404 0.384
C -2.162 0.775 2.471
P -0.440 0.290 2.750
C -0.423 -1.315 3.552
C 0.819 -1.938 3.713
C 0.908 -3.121 4.423
C -0.239 -3.688 4.973
C -1.472 -3.077 4.803
C -1.570 -1.887 4.093
C 0.436 1.414 3.844
C 1.248 2.412 3.307
C 1.928 3.280 4.147
C 1.802 3.149 5.523
C 0.995 2.156 6.063
C 0.314 1.283 5.229
H -2.796 0.713 3.351
H -2.147 1.815 2.139
H 1.711 -1.478 3.300
H 1.870 -3.598 4.565
H -0.167 -4.604 5.544
H -2.364 -3.526 5.221
H -2.540 -1.427 3.951
H 1.345 2.502 2.231
H 2.559 4.057 3.733
H 2.336 3.824 6.180
H 0.898 2.057 7.136
H -0.308 0.504 5.654
C -4.793 -4.773 -1.181
O -4.094 -4.182 -0.057
C -2.862 -3.795 -0.049
O -2.335 -3.530 1.045
C -1.839 -3.756 -1.139
C -1.852 -3.844 -2.468
As -0.292 -4.292 -3.651
C -0.654 -6.197 -3.774
C 1.009 -4.165 -2.089
C 1.012 -2.972 -1.500
As -0.357 -3.392 0.111
C 0.063 -5.137 0.876
C 0.883 -1.638 -2.142
O 0.311 -0.638 -1.728
O 1.540 -1.652 -3.280
C 1.492 -0.457 -4.096
C 1.731 -5.405 -1.582
O 1.214 -6.481 -1.621
O 2.969 -5.262 -1.113
C 3.700 -4.025 -1.105
C -3.048 -3.763 -3.391
O -3.191 -4.615 -4.226
O -3.864 -2.720 -3.336
C -3.723 -1.622 -2.404
H -5.195 -3.995 -1.820
H -5.605 -5.337 -0.738
H -4.141 -5.447 -1.731
H -1.414 -6.284 -4.547
H -0.995 -6.635 -2.844
H 0.262 -6.686 -4.097
H -0.223 -5.945 0.211
H -0.524 -5.165 1.793
H 1.119 -5.208 1.129
H 1.968 -0.733 -5.029
H 2.046 0.340 -3.605
H 0.463 -0.153 -4.262
H 4.722 -4.304 -0.878
H 3.325 -3.358 -0.330
H 3.668 -3.533 -2.076
H -4.195 -1.860 -1.452
H -4.250 -0.792 -2.861
H -2.684 -1.359 -2.238


Computed energies relative to the best structure, in kJ/mol: arrangement w 6.0; arrangement x 0.0